{
  "formula": "C25H20F6MoN7O2SSb",
  "method": "wB97M-V/def2-TZVPD",
  "e_homo_ev": [-17.290, -17.321],
  "total_charge": 3,
  "e_lumo_ev": [-10.0, -11.4],
  "e_tot_ev": -76287.1788,
  "de_lowest_ev": 0.840,
  "s2": 3.81,
  "spin_multiplicity": 4,
  "symbols": ["Mo", "C", "C", "C", "C", "N", "C", "C", "C", "C", "C", "C", "N", "C", "C", "C", "C", "C", "N", "H", "H", "H", "H", "H", "H", "H", "H", "H", "H", "H", "N", "C", "C", "C", "C", "C", "C", "S", "O", "O", "N", "C", "N", "C", "C", "C", "N", "H", "H", "H", "H", "H", "H", "H", "H", "H", "F", "Sb", "F", "F", "F", "F", "F"],
  "xyz": [[-0.6009, 0.5389, 0.5035], [1.4265, 1.5394, 4.2107], [0.3908, 1.7754, 5.1006], [-0.9205, 1.7425, 4.6445], [-1.1620, 1.4553, 3.3170], [-0.1483, 1.1899, 2.4605], [1.1217, 1.2480, 2.8954], [-2.4915, 1.4241, 2.6850], [-3.6858, 1.6724, 3.3328], [-4.8676, 1.5958, 2.6082], [-4.8314, 1.2506, 1.2666], [-3.6055, 1.0010, 0.6742], [-2.4641, 1.1202, 1.3705], [-3.4038, 0.5681, -0.7195], [-4.4375, 0.2911, -1.5892], [-4.1436, -0.1314, -2.8786], [-2.8177, -0.2543, -3.2523], [-1.8287, 0.0296, -2.3304], [-2.1041, 0.4328, -1.0794], [2.4597, 1.5690, 4.5240], [0.5982, 1.9906, 6.1403], [-1.7390, 1.9409, 5.3204], [1.9046, 1.0450, 2.1756], [-3.7020, 1.9191, 4.3836], [-5.8142, 1.7959, 3.0916], [-5.7456, 1.1707, 0.6984], [-5.4636, 0.4006, -1.2716], [-4.9404, -0.3586, -3.5738], [-2.5394, -0.5694, -4.2473], [-0.7855, -0.0607, -2.5892], [4.6529, -4.5904, -3.4807], [4.0665, -3.5954, -2.8447], [2.7033, -3.2649, -3.1372], [2.0838, -2.2610, -2.4452], [2.8021, -1.5845, -1.4494], [4.1609, -1.8493, -1.1780], [4.7927, -2.8462, -1.8624], [2.0782, -0.3584, -0.3731], [1.2884, -0.9714, 0.7483], [3.1463, 0.4800, 0.0599], [0.8560, 0.4330, -1.0751], [1.0394, 1.8379, -1.1783], [0.1757, 2.4077, -0.3248], [0.2170, 3.7450, -0.2096], [1.1076, 4.4670, -0.9764], [1.9261, 3.7624, -1.8550], [1.8963, 2.4274, -1.9596], [4.1594, -5.1474, -4.1699], [5.6146, -4.8509, -3.2901], [2.1644, -3.8307, -3.8861], [1.0504, -2.0276, -2.6447], [4.6859, -1.2907, -0.4180], [5.8281, -3.0872, -1.6591], [-0.4740, 4.2116, 0.4805], [1.1592, 5.5429, -0.9018], [2.6307, 4.2774, -2.4960], [-1.1368, -1.1537, 1.2752], [0.2741, -3.2189, 0.6594], [0.4487, -2.8622, 2.4762], [2.1690, -3.3483, 0.6569], [0.4817, -4.6285, -0.5753], [-0.3085, -2.2342, -0.8769], [-1.3988, -3.9230, 1.0387]],
  "forces_ev_per_angstrom": [[0.2, -1.5, 0.4], [0.0, 0.0, 0.0], [0.0, 0.0, 0.0], [0.0, 0.0, 0.0], [0.0, 0.0, -0.1], [0.3, 0.1, 0.2], [0.0, 0.0, 0.1], [0.0, 0.0, 0.0], [0.0, 0.0, 0.0], [0.0, 0.0, 0.0], [0.1, 0.0, 0.0], [0.0, 0.0, 0.0], [0.0, 0.3, 0.0], [0.0, 0.0, 0.1], [0.0, 0.1, 0.0], [0.0, 0.0, 0.0], [0.0, 0.0, 0.0], [0.0, 0.1, 0.0], [-0.1, -0.1, -0.1], [0.0, 0.0, 0.0], [0.0, 0.0, 0.0], [0.0, 0.0, 0.0], [0.0, 0.0, 0.0], [0.0, 0.0, 0.0], [0.0, 0.0, 0.0], [0.0, 0.0, 0.0], [0.0, 0.0, 0.0], [0.0, 0.0, 0.0], [0.0, 0.0, 0.0], [0.0, 0.0, 0.0], [0.0, 0.0, 0.0], [0.1, 0.0, 0.0], [-0.1, 0.0, 0.0], [0.0, 0.0, 0.0], [0.0, 0.0, 0.2], [-0.1, -0.1, 0.0], [0.0, 0.0, 0.0], [-0.1, 0.4, 0.3], [-0.1, 0.6, -0.3], [0.0, 0.0, -0.1], [0.3, 0.3, -0.2], [-0.1, -0.1, -0.1], [0.2, 0.3, 0.1], [-0.1, 0.0, -0.2], [-0.1, 0.0, 0.0], [0.0, 0.0, 0.0], [0.0, 0.0, 0.0], [0.0, 0.0, 0.0], [0.0, 0.0, 0.0], [0.0, 0.0, 0.0], [0.0, 0.0, 0.0], [0.0, 0.0, 0.0], [0.0, 0.0, 0.0], [0.0, 0.0, 0.0], [0.0, 0.0, 0.0], [0.0, 0.0, 0.0], [-0.2, 0.0, -0.2], [-0.4, -0.9, -0.4], [0.1, 0.0, -0.1], [-0.1, 0.3, -0.2], [0.0, 0.0, 0.3], [0.3, 0.1, 0.5], [0.0, 0.2, 0.0]],
  "mulliken_charge": [0.36, -1.05, -0.61, -0.90, 0.20, 0.68, -0.20, 1.04, -0.93, -0.93, -0.96, 0.99, 0.82, 0.52, -0.90, -0.65, -1.03, -0.25, 0.51, 0.50, 0.49, 0.49, 0.51, 0.51, 0.49, 0.49, 0.45, 0.49, 0.49, 0.44, -0.29, 1.13, -0.76, -0.47, -0.05, -0.59, -0.80, 1.82, -0.29, -0.65, 0.56, 0.13, 0.26, 0.06, -0.87, -0.37, -0.60, 0.27, 0.27, 0.38, 0.28, 0.57, 0.39, 0.55, 0.44, 0.48, -0.54, 2.25, -0.49, -0.55, -0.55, -0.56, -0.48]
}